Record 1
Entry from OMol25: a single CH5N3S2 molecule in a non-equilibrium geometry (ωB97M-V/def2-TZVPD).

The HOMO energy is -7.85 eV. As for the energy above the lowest of the compared OMol25 structures with the same formula, charge and spin: 97.15 kcal per mole. As for the strongest force on any atom: 5.41 eV/A.

The geometry in ORCA input format:
```
! wB97M-V def2-TZVPD RIJCOSX def2/J DEFGRID3
* xyz 0 1
C -0.291 0.511 -0.999
N -0.364 -1.568 0.302
N -1.470 0.441 0.291
N -1.443 -0.880 0.688
S 2.388 0.563 0.506
S 0.834 -0.825 -0.438
H -0.734 0.352 -1.955
H 0.213 1.458 -0.855
H -0.834 1.030 1.018
H -1.569 -1.124 1.650
H 3.273 0.040 -0.207
*
```

Here are the natural (NBO) charges for atoms 1 to 4, given in e: atom 1 (C): -0.413, atom 2 (N): -0.570, atom 3 (N): -0.420, atom 4 (N): -0.287

***

Record 2
Entry from OMol25: a gas-phase ion, CH5N4 (charge +1) in a non-equilibrium geometry (ωB97M-V/def2-TZVPD).

The HOMO energy is -15.19 eV. As for the energy above the lowest of the compared OMol25 structures with the same formula, charge and spin: 9.00 kcal per mole. Its SMILES is [H]/N=N/[NH+]=C/N. As for the strongest force on any atom: 3.41 eV/A.

The geometry in ORCA input format:
```
! wB97M-V def2-TZVPD RIJCOSX def2/J DEFGRID3
* xyz 1 1
H -1.183 -3.296 -0.184
N -0.932 -2.314 0.217
N -0.399 -1.536 -0.566
N -0.189 -0.323 0.185
C 0.385 0.692 -0.407
N 0.627 1.865 0.156
H -0.731 -0.436 1.181
H 0.897 0.504 -1.413
H 1.284 2.599 -0.246
H 0.240 2.245 1.077
*
```

Here are the natural (NBO) charges for atoms 1 to 4, given in e: atom 1 (H): 0.398, atom 2 (N): -0.317, atom 3 (N): 0.067, atom 4 (N): -0.435

***

Record 3
Entry from OMol25: 2 unconnected molecules or ions with the total composition CH5N5O in a non-equilibrium geometry (ωB97M-V/def2-TZVPD).

The HOMO energy is -9.71 eV. As for the energy above the lowest of the compared OMol25 structures with the same formula, charge and spin: 9.44 kcal per mole. As for the strongest force on any atom: 7.63 eV/A.

The geometry in ORCA input format:
```
! wB97M-V def2-TZVPD RIJCOSX def2/J DEFGRID3
* xyz 0 1
C 0.754 -0.288 0.570
N -2.391 0.970 -1.511
N -1.319 0.803 -1.910
N 1.164 -1.352 1.446
N -0.352 0.343 0.558
N -0.343 0.337 -2.266
O 1.745 0.159 -0.263
H -2.364 1.472 -0.587
H 0.641 -1.455 2.212
H 2.223 -1.451 1.682
H -1.065 -0.128 1.062
H 1.307 0.591 -0.992
*
```

Here are the natural (NBO) charges for atoms 1 to 4, given in e: atom 1 (C): 0.721, atom 2 (N): -0.498, atom 3 (N): 0.282, atom 4 (N): -0.842